The following is a quantum chemistry calculation of C26H44EuGeN3P2S5SbSe as an isolated structure at a distorted geometry, from OMol25.

Cartesian coordinates (Å):
Eu (13.752, 12.818, 9.171)
C (11.686, 13.734, 12.628)
P (12.523, 14.601, 11.243)
C (11.550, 16.134, 10.864)
C (13.951, 15.503, 12.198)
C (14.662, 16.252, 11.127)
P (15.531, 15.057, 9.992)
C (17.075, 14.675, 10.831)
C (16.124, 16.227, 8.701)
H (11.244, 14.357, 13.414)
H (12.199, 12.818, 12.988)
H (10.841, 13.209, 12.112)
H (11.426, 16.813, 11.751)
H (10.571, 15.788, 10.497)
H (11.947, 16.795, 10.126)
H (14.634, 14.827, 12.754)
H (13.502, 16.185, 12.904)
H (15.500, 16.893, 11.516)
H (14.135, 17.000, 10.607)
H (17.467, 15.444, 11.411)
H (17.796, 14.270, 10.071)
H (16.968, 13.817, 11.490)
H (16.458, 17.127, 9.212)
H (15.286, 16.584, 8.123)
H (16.928, 15.667, 8.192)
N (10.362, 10.417, 7.190)
C (9.409, 11.365, 6.862)
C (8.878, 11.396, 5.583)
C (8.017, 12.401, 5.173)
C (7.655, 13.373, 6.075)
C (8.286, 13.401, 7.312)
C (9.076, 12.353, 7.728)
S (9.877, 12.442, 9.305)
N (11.349, 11.666, 8.991)
C (11.333, 10.696, 8.090)
C (12.510, 9.742, 7.899)
C (12.506, 8.490, 7.352)
C (13.674, 7.837, 7.087)
C (14.870, 8.492, 7.360)
C (14.822, 9.760, 7.955)
N (13.657, 10.350, 8.297)
H (10.544, 9.710, 6.506)
H (9.329, 10.778, 4.851)
H (7.664, 12.403, 4.158)
H (6.939, 14.108, 5.673)
H (8.185, 14.212, 8.021)
H (11.635, 8.014, 7.005)
H (13.681, 6.937, 6.567)
H (15.881, 8.131, 7.064)
H (15.645, 10.325, 8.231)
S (12.799, 12.302, 5.540)
Sb (14.324, 13.855, 6.130)
S (15.949, 12.894, 7.563)
S (13.043, 15.006, 7.768)
S (15.416, 15.205, 4.691)
C (18.682, 7.675, 9.475)
C (19.145, 8.509, 10.688)
C (18.924, 10.075, 10.437)
C (17.441, 10.434, 10.267)
Ge (16.176, 10.093, 11.795)
C (15.693, 8.209, 11.756)
C (14.532, 7.801, 10.837)
C (14.041, 6.393, 11.172)
C (12.708, 6.006, 10.540)
H (18.939, 6.677, 9.788)
H (19.249, 7.891, 8.603)
H (17.637, 7.854, 9.263)
H (20.268, 8.408, 10.739)
H (18.743, 8.188, 11.627)
H (19.541, 10.374, 9.518)
H (19.247, 10.655, 11.276)
H (16.977, 9.809, 9.497)
H (17.328, 11.467, 9.962)
H (16.814, 10.324, 13.131)
H (15.401, 7.929, 12.727)
H (16.574, 7.588, 11.509)
H (14.819, 7.951, 9.801)
H (13.682, 8.467, 10.976)
H (13.873, 6.256, 12.234)
H (14.773, 5.625, 10.905)
H (11.918, 6.793, 10.629)
H (12.276, 5.087, 10.959)
H (12.882, 5.730, 9.469)
Se (14.290, 11.427, 11.836)

Properties
* strongest force on any atom: 0.068 hartree/bohr
* total charge: -1
* calculated total energy: -252634.5719 eV
* spin multiplicity: 7
* ΔE to the lowest compared entry with this formula, charge and spin: 15.87 kcal per mole
* LUMO (alpha / beta): 1.8 / 1.8 eV
* gap between HOMO and LUMO (alpha / beta): 6.21 / 6.23 eV
* <S²>: 12.019
* E_HOMO (alpha / beta): -4.5 / -4.5 eV

These are the Mulliken partial charges, in e, on atoms 1 to 5: 0.211, -0.916, 0.725, -1.383, -0.901



The following is a quantum chemistry calculation of a 4-piece molecular cluster, C26H44F3IO17P4 overall at a distorted geometry, from OMol25.

Cartesian coordinates (Å):
O (3.224, 1.475, 1.255)
C (2.651, 0.946, 0.169)
C (3.471, -0.048, -0.899)
C (3.171, 0.079, -2.381)
C (3.858, -0.853, -3.549)
C (3.480, -2.438, -3.269)
C (1.961, -2.675, -2.687)
O (1.957, -2.981, -1.219)
C (2.046, 1.193, -2.921)
O (2.211, 1.886, -4.056)
C (0.734, 1.382, -1.902)
C (-0.794, 1.633, -2.441)
C (-2.006, 1.760, -1.298)
C (-3.527, 1.962, -1.902)
C (-4.365, 3.206, -1.241)
O (-5.487, 2.722, -0.370)
C (-6.567, 2.145, -1.186)
C (-7.051, 0.695, -0.507)
F (-6.155, -0.415, -0.945)
F (-8.483, 0.396, -0.849)
F (-7.011, 0.931, 0.979)
C (-1.649, 1.666, 0.329)
P (-3.043, 1.808, 1.683)
O (-4.082, 0.410, 1.339)
I (-2.150, 1.437, 3.944)
C (-0.119, 1.416, 0.863)
C (1.067, 1.253, -0.270)
H (4.237, -0.853, -0.496)
H (3.370, -0.594, -4.606)
H (5.012, -0.645, -3.632)
H (3.562, -2.981, -4.322)
H (4.250, -2.965, -2.560)
H (1.200, -1.818, -2.940)
H (1.519, -3.658, -3.200)
H (1.038, -2.783, -0.836)
H (-1.004, 1.715, -3.591)
H (-3.478, 2.146, -3.079)
H (-4.064, 0.903, -1.773)
H (-4.739, 3.933, -2.087)
H (-3.617, 3.745, -0.482)
H (-6.302, 2.035, -2.320)
H (-7.520, 2.855, -1.069)
H (-3.420, -0.252, 0.937)
H (0.216, 1.316, 1.990)
C (8.100, -5.068, 2.732)
O (8.216, -4.039, 1.772)
P (7.264, -2.747, 1.889)
O (7.485, -1.705, 0.840)
O (7.496, -2.236, 3.400)
C (8.777, -1.731, 3.717)
O (5.777, -3.366, 1.930)
C (4.713, -2.465, 2.160)
H (9.066, -5.191, 3.229)
H (7.341, -4.851, 3.488)
H (7.842, -6.001, 2.225)
H (9.370, -1.525, 2.822)
H (9.302, -2.465, 4.334)
H (8.660, -0.806, 4.287)
H (4.966, -1.450, 1.841)
H (4.472, -2.461, 3.226)
H (3.838, -2.803, 1.600)
C (-10.370, -5.632, 2.172)
O (-8.960, -5.559, 2.155)
P (-8.251, -4.146, 1.855)
O (-6.757, -4.171, 1.887)
O (-8.925, -3.146, 2.925)
C (-8.639, -3.376, 4.289)
O (-8.894, -3.681, 0.454)
C (-8.553, -2.391, -0.012)
H (-10.688, -5.986, 3.156)
H (-10.840, -4.664, 1.977)
H (-10.698, -6.347, 1.414)
H (-7.794, -4.057, 4.422)
H (-9.524, -3.805, 4.767)
H (-8.405, -2.421, 4.766)
H (-7.586, -2.062, 0.379)
H (-9.328, -1.684, 0.293)
H (-8.501, -2.413, -1.104)
C (2.417, 4.735, -0.350)
O (2.652, 5.936, -1.054)
P (4.156, 6.307, -1.492)
O (4.292, 7.585, -2.255)
O (4.658, 4.997, -2.286)
C (4.020, 4.705, -3.512)
O (4.985, 6.247, -0.112)
C (6.386, 6.407, -0.198)
H (1.721, 4.122, -0.929)
H (3.334, 4.163, -0.183)
H (1.963, 4.971, 0.615)
H (3.435, 5.552, -3.882)
H (3.357, 3.847, -3.370)
H (4.780, 4.448, -4.253)
H (6.674, 6.981, -1.084)
H (6.858, 5.422, -0.235)
H (6.736, 6.935, 0.692)

Properties
* strongest force on any atom: 0.161 hartree/bohr
* total charge: 0
* calculated total energy: -115882.1627 eV
* spin multiplicity: 1
* LUMO: -2.0 eV
* gap between HOMO and LUMO: 6.89 eV
* SMILES: O=C1C=C(CCCO)C(=O)c2cc(CCOCC(F)(F)F)c(P(O)I)cc21.COP(=O)(OC)OC.COP(=O)(OC)OC.COP(=O)(OC)OC
* E_HOMO: -8.9 eV

These are the Mulliken partial charges, in e, on atoms 1 to 5: -0.620, 0.153, 0.002, 0.293, -0.695



The following is a quantum chemistry calculation of C26H44N6O9P2Ta as an isolated structure at a distorted geometry, from OMol25.

Cartesian coordinates (Å):
Ta (0.506, 0.468, 0.389)
C (2.131, -4.973, 0.154)
N (2.374, -3.519, 0.185)
C (3.760, -3.105, 0.443)
C (1.424, -2.649, -0.050)
O (1.643, -1.402, -0.067)
C (0.034, -3.156, -0.367)
O (-0.774, -2.070, -0.726)
C (-0.975, -1.866, -2.097)
C (-0.074, -0.755, -2.588)
O (0.455, 0.053, -1.775)
N (0.139, -0.644, -3.878)
C (-0.491, -1.551, -4.856)
C (1.035, 0.391, -4.422)
H (2.775, -5.440, 0.894)
H (2.374, -5.386, -0.825)
H (1.102, -5.211, 0.406)
H (4.416, -3.601, -0.269)
H (4.045, -3.395, 1.453)
H (3.839, -2.032, 0.339)
H (-0.407, -3.618, 0.517)
H (0.073, -3.907, -1.156)
H (-2.015, -1.563, -2.237)
H (-0.815, -2.780, -2.665)
H (0.040, -2.501, -4.914)
H (-0.443, -1.077, -5.832)
H (-1.539, -1.726, -4.622)
H (1.465, 0.972, -3.614)
H (0.473, 1.042, -5.091)
H (1.830, -0.090, -4.991)
C (-2.006, 1.791, -2.388)
N (-1.450, 2.186, -1.088)
C (-0.528, 3.277, -1.185)
C (-2.446, 2.352, -0.089)
C (-3.444, 3.315, -0.148)
C (-4.363, 3.413, 0.883)
C (-4.278, 2.544, 1.970)
C (-3.300, 1.568, 2.008)
C (-2.391, 1.463, 0.959)
N (-1.400, 0.411, 0.930)
C (-1.933, -0.855, 1.381)
C (-3.161, -1.332, 0.951)
C (-3.604, -2.562, 1.403)
C (-2.824, -3.303, 2.287)
C (-1.597, -2.812, 2.711)
C (-1.153, -1.588, 2.230)
N (0.099, -0.968, 2.598)
C (1.077, -1.972, 3.082)
C (-0.171, -0.028, 3.715)
H (-2.672, 2.565, -2.778)
H (-2.580, 0.871, -2.279)
H (-1.194, 1.644, -3.093)
H (-0.681, 3.888, -2.076)
H (1.438, 3.266, -1.301)
H (-0.593, 3.896, -0.298)
H (-3.491, 3.998, -0.991)
H (-5.139, 4.166, 0.845)
H (-4.985, 2.624, 2.786)
H (-3.251, 0.881, 2.846)
H (-3.767, -0.742, 0.271)
H (-4.565, -2.940, 1.076)
H (-3.174, -4.259, 2.657)
H (-1.004, -3.382, 3.415)
H (0.756, -2.359, 4.051)
H (2.045, -1.517, 3.191)
H (1.151, -2.801, 2.380)
H (-0.594, -0.583, 4.556)
H (-0.870, 0.741, 3.411)
H (0.761, 0.433, 4.032)
N (3.538, 3.718, 1.813)
C (2.904, 2.424, 2.299)
C (3.236, 2.167, 3.764)
P (3.275, 1.014, 1.222)
O (4.810, 1.174, 0.930)
O (2.784, -0.201, 1.910)
O (2.431, 1.257, -0.058)
P (1.050, 2.626, 1.875)
O (0.274, 2.786, 3.252)
O (1.074, 3.924, 1.108)
O (0.728, 2.614, -1.237)
H (3.955, 4.240, 2.583)
H (2.749, 4.271, 1.390)
H (4.263, 3.577, 1.109)
H (4.316, 2.183, 3.927)
H (2.881, 1.184, 4.063)
H (2.766, 2.909, 4.411)
H (5.323, 0.412, 0.623)
H (0.003, 3.704, 3.419)

Properties
* strongest force on any atom: 0.060 hartree/bohr
* total charge: +3
* calculated total energy: -75155.6857 eV
* spin multiplicity: 1
* ΔE to the lowest compared entry with this formula, charge and spin: 70.46 kcal per mole
* LUMO: -9.0 eV
* gap between HOMO and LUMO: 6.79 eV
* E_HOMO: -15.8 eV

These are the Mulliken partial charges, in e, on atoms 1 to 5: 1.872, -1.006, 0.355, -0.873, 0.570